1.
Entry from the OMol25 dataset: a 2-piece molecular cluster, C6H14Si overall at a distorted geometry (ωB97M-V/def2-TZVPD).

Element x y z (Å)
C  -2.83734  -0.17779  -0.05242
C  -1.80368  -1.18283  -0.57263
Si  -0.07305  -0.36566  -0.25199
C  0.14321  1.45313  -0.70790
C  -0.01500  -0.40943  1.62046
H  -2.73268  0.68825  -0.69962
H  -3.89123  -0.62052  -0.21436
H  -2.75733  0.08208  1.02859
H  -2.15007  -1.40597  -1.53701
H  -1.65582  -2.05883  0.03456
H  0.87429  -1.14850  -1.09346
H  0.45298  1.53677  -1.76747
H  -0.81104  1.95072  -0.59678
H  0.89430  1.98856  -0.26869
H  0.91413  -0.58391  2.14650
H  -0.64764  0.51310  1.94772
H  -0.63948  -1.26013  2.08030
C  4.50799  -0.15544  0.00380
C  3.99348  0.72694  -0.60994
H  4.92074  -0.80886  0.67686
H  3.31324  1.23834  -1.16652

- electronic energy (eV) = -14323.73223
- E_HOMO (eV) = -9.80
- relative energy (zero: lowest compared OMol25 entry of this formula, charge and spin) (eV) = 2.839
- net charge = 0
- structure (SMILES) = CC[SiH](C)C.C#C

Atomic partial charges in e from the natural (NBO) method, atoms 1 to 4: atom 1 (C): -0.616, atom 2 (C): -0.806, atom 3 (Si): 1.352, atom 4 (C): -1.097


2.
Entry from the OMol25 dataset: a 2-piece molecular cluster, C6H15BBrF6O8P2Si overall at a distorted geometry (ωB97M-V/def2-TZVPD).

Element x y z (Å)
C  1.59568  -1.85550  2.72720
O  0.85135  -2.20514  1.50679
B  1.51700  -1.70914  0.28391
O  2.95434  -1.97294  -0.03399
Si  0.50539  -0.62974  -1.01618
C  -1.03761  -1.64871  -1.66680
C  -1.46648  -2.88137  -0.67152
O  -2.50765  -2.73492  0.19402
Br  -0.56605  -4.70831  -0.65433
O  0.06221  0.84244  -0.16523
C  -0.47505  1.87379  -1.06626
C  0.30548  3.31699  -1.01354
C  0.92404  3.71811  0.45061
O  1.37058  3.47226  -2.02628
P  1.82157  -0.34409  -2.75248
O  0.98326  -0.09231  -4.10659
O  2.97532  0.91926  -2.41466
O  2.77174  -1.80636  -3.09240
H  1.16414  -0.91071  3.28565
H  1.53743  -2.75869  3.48852
H  2.74988  -1.66250  2.55010
H  3.33527  -1.03150  -0.14147
H  -1.95602  -0.94984  -1.87011
H  -0.73143  -2.10871  -2.72122
H  -0.59267  1.49610  -2.18272
H  -1.58888  2.08791  -0.69368
H  -0.51362  4.14784  -1.26560
H  1.99354  4.20000  0.24635
H  1.10242  2.82154  1.18111
H  0.25920  4.51962  0.98659
H  1.09488  2.96523  -2.86977
H  2.92318  1.03252  -1.40043
H  3.72847  -1.49180  -3.15317
F  -4.04333  0.40938  4.07630
P  -3.87082  -0.55849  2.86803
F  -2.71906  0.48356  2.74535
F  -3.93278  -0.58767  1.31137
F  -2.78844  -1.67780  2.78829
F  -5.35728  -0.27234  2.49913
F  -4.37919  -1.70799  3.78910

- electronic energy (eV) = -136327.74193
- E_HOMO (eV) = -6.71
- relative energy (zero: lowest compared OMol25 entry of this formula, charge and spin) (eV) = 7.540
- net charge = -1

Atomic partial charges in e from the natural (NBO) method, atoms 1 to 4: atom 1 (C): -0.281, atom 2 (O): -0.721, atom 3 (B): 0.790, atom 4 (O): -0.920


3.
Entry from the OMol25 dataset: C6H15BCsF4NO2 as an isolated structure at a distorted geometry (ωB97M-V/def2-TZVPD).

Element x y z (Å)
Cs  3.39579  1.21472  -2.13429
B  1.92496  -1.78403  -2.55021
F  2.84851  -2.01744  -1.47035
F  1.42271  -3.02560  -2.92772
F  1.00395  -0.90796  -2.04201
F  2.55887  -1.19100  -3.58399
C  1.91707  2.41432  2.95882
O  2.18804  1.92000  1.57649
C  1.64983  0.65504  1.23031
C  0.14052  0.66819  1.01425
N  -0.13006  0.94117  -0.40767
C  -1.55596  1.08700  -0.66924
C  -2.17377  -0.37121  -0.94569
O  -2.52141  -1.06830  0.31885
C  -3.27321  -2.20031  0.01227
H  2.33664  1.77036  3.73171
H  0.87150  2.66199  3.14195
H  2.46341  3.34424  3.11651
H  1.94835  -0.07582  1.98186
H  2.07022  0.32929  0.27887
H  -0.22792  1.40433  1.72870
H  -0.18925  -0.34426  1.24726
H  0.12213  0.12626  -0.94843
H  -1.65960  1.62441  -1.61187
H  -2.12349  1.56230  0.13082
H  -1.48745  -0.96845  -1.54600
H  -3.11880  -0.14062  -1.43746
H  -3.40420  -2.77676  0.92805
H  -2.76017  -2.87244  -0.67557
H  -4.23717  -1.97948  -0.44613

- 2S+1 = 2
- electronic energy (eV) = -24141.71461
- E_HOMO (alpha / beta) (eV) = -13.77 / -13.76
- relative energy (zero: lowest compared OMol25 entry of this formula, charge and spin) (eV) = 0.000
- <S²> = 0.754
- net charge = +1

Atomic partial charges in e from the natural (NBO) method, atoms 1 to 4: atom 1 (Cs): 0.992, atom 2 (B): 1.325, atom 3 (F): -0.589, atom 4 (F): -0.540


4.
Entry from the OMol25 dataset: C6H15BF4InN2O5 as an isolated structure at a distorted geometry (ωB97M-V/def2-TZVPD).

Element x y z (Å)
In  0.92501  -0.49166  -1.75062
N  -1.09615  2.30568  0.44204
O  -1.82665  1.68196  1.18964
O  -0.30022  1.81187  -0.34320
O  -1.11494  3.50501  0.41092
B  3.10410  3.12080  -1.42731
F  2.78131  1.81072  -1.38825
F  2.36842  3.88436  -2.35230
F  2.91542  3.73895  -0.15902
F  4.39593  3.11510  -1.81489
C  3.21347  0.54823  1.18570
O  2.01961  -0.09030  0.88462
C  1.13899  -0.22449  2.03949
C  0.07141  -1.38320  1.82978
N  -0.78664  -1.09616  0.66877
C  -1.94035  -2.00143  0.60180
C  -2.80055  -1.62058  -0.65466
O  -1.99948  -1.53825  -1.82406
C  -2.77193  -1.88839  -2.95680
H  3.04170  1.62253  1.25258
H  3.65506  0.54790  0.18915
H  3.84963  0.17742  1.98939
H  0.59858  0.66028  2.37598
H  1.84828  -0.48697  2.82444
H  -0.51604  -1.39752  2.74782
H  0.54706  -2.36382  1.81390
H  -1.14213  -0.15162  0.70821
H  -2.45782  -1.93987  1.55915
H  -1.59766  -3.03505  0.55392
H  -3.36174  -0.74341  -0.33256
H  -3.61433  -2.34563  -0.64185
H  -3.16749  -2.90407  -2.96247
H  -2.32572  -1.55135  -3.89243
H  -3.65415  -1.27706  -2.76687

- 2S+1 = 2
- electronic energy (eV) = -36378.01697
- E_HOMO (alpha / beta) (eV) = -17.06 / -17.05
- <S²> = 1.771
- net charge = +2

Atomic partial charges in e from the natural (NBO) method, atoms 1 to 4: atom 1 (In): 1.023, atom 2 (N): 0.703, atom 3 (O): -0.330, atom 4 (O): -0.345


5.
Entry from the OMol25 dataset: a 2-piece molecular cluster, C6H15BN3 overall at a distorted geometry (ωB97M-V/def2-TZVPD).

Element x y z (Å)
B  -2.19901  -0.34151  0.76112
C  3.24411  0.68057  -0.02644
C  2.15914  1.17050  0.62941
C  1.60619  0.66186  -1.49967
C  3.69380  -0.22637  -2.21806
C  -2.91764  -2.55611  1.61823
C  0.35644  2.51259  -0.36036
N  2.86600  0.22011  -1.33814
N  -3.00681  -1.45946  0.70903
N  1.02426  1.12708  -0.23304
H  -2.58685  0.40508  0.05624
H  4.32576  0.67635  0.42304
H  2.02573  1.47657  1.65530
H  0.70801  0.18785  -2.06926
H  4.70248  -0.22002  -2.09107
H  -1.29470  -0.35743  1.44497
H  3.34577  -0.30591  -3.22751
H  -2.71256  -3.36581  0.93993
H  -2.31213  -2.43321  2.41158
H  -3.79834  -2.88147  2.19400
H  0.20969  2.89896  0.60918
H  0.90360  3.24695  -0.87906
H  -0.48155  2.32827  -0.92264
H  -3.89412  -1.50464  0.16481
H  0.39069  0.47425  0.20142

- electronic energy (eV) = -11600.89547
- E_HOMO (alpha / beta) (eV) = -11.66 / -11.65
- relative energy (zero: lowest compared OMol25 entry of this formula, charge and spin) (eV) = 4.624
- net charge = +1

Atomic partial charges in e from the natural (NBO) method, atoms 1 to 4: atom 1 (B): 0.341, atom 2 (C): -0.002, atom 3 (C): -0.045, atom 4 (C): -0.137


6.
Entry from the OMol25 dataset: C6H15F2N4O7S2Tl as an isolated structure at a distorted geometry (ωB97M-V/def2-TZVPD).

Element x y z (Å)
Tl  -0.31315  0.42867  -0.25202
N  0.44787  3.03666  0.73501
S  0.71832  3.54264  2.17499
O  -0.31419  4.17746  2.93889
O  2.08905  3.93156  2.47426
F  0.56515  2.08768  2.83552
S  0.46452  4.60023  0.02604
O  1.73878  5.21385  -0.15751
O  -0.69633  5.41047  0.29182
F  0.15565  4.02647  -1.41658
O  -0.40852  -1.19076  -2.60243
C  -0.11149  -1.94349  -3.53615
N  -0.84587  -2.95812  -3.96625
C  1.22670  -1.74514  -4.24920
H  -0.60549  -3.44388  -4.81151
H  -1.57001  -3.22185  -3.31196
H  1.84626  -1.11660  -3.61419
H  1.26216  -1.34270  -5.26191
H  1.71353  -2.71657  -4.36968
O  -2.62846  0.60581  1.32910
C  -3.32825  0.87782  2.31595
N  -4.25625  0.07528  2.81580
C  -3.16042  2.23156  3.02310
H  -4.97610  0.58544  3.30571
H  -4.34193  -0.87946  2.49992
H  -2.09505  2.32869  3.22609
H  -3.66348  2.26865  3.98929
H  -3.54880  3.04739  2.41573
O  1.31521  -1.97426  0.09431
C  2.36507  -2.64574  0.06488
N  3.28710  -2.29897  -0.84763
C  2.55339  -3.88392  0.86015
H  4.14047  -2.82285  -0.96088
H  3.10192  -1.50010  -1.42713
H  1.92572  -4.73729  0.60050
H  2.36965  -3.79081  1.93255
H  3.57726  -4.26383  0.83541

- electronic energy (eV) = -58534.27127
- E_HOMO (eV) = -16.12
- relative energy (zero: lowest compared OMol25 entry of this formula, charge and spin) (eV) = 0.000
- net charge = +2

Atomic partial charges in e from the natural (NBO) method, atoms 1 to 4: atom 1 (Tl): 1.102, atom 2 (N): -0.840, atom 3 (S): 2.357, atom 4 (O): -0.705